A structure of composition C9H21F3O3P2Zr, computed with the ωB97M-V functional and the def2-TZVPD basis.

The geometry in XYZ format:
```
39
Properties=species:S:1:pos:R:3:forces:R:3:mulliken_charge:R:1
Zr 0.04375 -0.14795 -0.11881 2.07 0.12 -1.11 0.008
H 2.37233 0.34117 0.51664 0.04 -0.09 -0.72 -0.189
H 2.48100 0.22393 -0.24564 -0.13 0.14 0.63 0.316
P -0.02338 0.95033 2.36211 0.19 1.21 2.17 0.995
P -0.39262 0.69170 -2.64076 1.68 0.13 -1.12 0.862
C -1.73975 -0.26758 -3.35664 -0.28 -0.16 0.85 -1.214
H -1.73088 -0.09549 -4.44082 0.05 -0.10 0.25 0.440
H -1.58283 -1.33096 -3.12682 -0.13 0.17 -0.25 0.394
H -2.69038 0.06346 -2.92250 0.08 -0.12 -0.24 0.399
C -0.54418 2.36956 -3.27533 -0.17 0.27 0.55 -1.071
H 0.35413 2.95162 -3.02471 -0.27 -0.14 -0.16 0.399
H -0.66962 2.30516 -4.36327 0.05 0.07 0.24 0.397
H -1.42063 2.84101 -2.81177 0.19 0.04 -0.28 0.414
C 1.09023 0.04264 -3.48086 0.24 -0.11 -0.24 -1.218
H 1.25772 -1.01756 -3.23912 -0.14 0.29 -0.10 0.346
H 0.92648 0.14980 -4.56377 0.16 -0.09 0.20 0.425
H 1.98571 0.61391 -3.20006 -0.26 -0.07 -0.08 0.391
C -0.33102 2.73995 2.61074 -0.08 0.22 -0.65 -1.220
H -0.30513 3.00661 3.67857 0.06 -0.31 -0.32 0.396
H 0.43147 3.32412 2.08080 -0.18 -0.03 0.13 0.395
H -1.31616 3.00315 2.20481 0.21 0.01 0.12 0.375
C -1.12872 0.25599 3.63232 -0.44 -0.64 -0.31 -1.252
H -0.99421 -0.83064 3.68296 -0.06 0.14 0.10 0.368
H -0.90569 0.69148 4.61834 0.05 -0.03 -0.46 0.428
H -2.17263 0.45815 3.37138 0.13 -0.01 0.14 0.418
C 1.58857 0.74949 3.20712 0.36 -0.34 -0.46 -1.300
H 2.35193 1.34341 2.69217 -0.04 -0.05 0.19 0.437
H 1.51628 1.07411 4.25460 -0.08 -0.05 -0.35 0.400
H 1.89283 -0.30477 3.17835 0.01 0.18 0.13 0.391
C -1.89344 -0.73591 0.59340 -6.75 -1.73 3.49 0.430
O -2.89774 -1.03852 1.13105 5.11 1.50 -2.88 -0.146
H -1.05858 1.07956 -1.10704 -1.15 -0.69 0.57 0.122
F 0.92346 -5.28162 0.80075 -0.11 1.88 -0.09 -0.194
C 0.94394 -3.93725 0.82603 0.61 -0.99 0.98 0.795
F 0.06952 -3.49632 1.80355 0.75 -0.27 -1.14 -0.241
F 2.19696 -3.52829 1.21373 -1.39 -0.25 -0.57 -0.230
C 0.55203 -3.29857 -0.56080 -0.49 -3.18 -0.45 0.236
O 0.20905 -3.97468 -1.50196 0.66 1.76 1.52 -0.437
O 0.61022 -1.98422 -0.47873 -0.56 1.31 -0.29 -0.266
```
Positions in Å, forces in eV/Å.

The charge is +2. As for the energy above the lowest of the compared OMol25 structures with the same formula, charge and spin: 0.00 kcal per mole. Its HOMO energy (alpha / beta) is -15.7 / -15.7 eV. The LUMO energy (alpha / beta) comes out at -9.3325 / -9.3322 eV. For the frontier orbital gap (alpha / beta), the calculation gives 6.392 / 6.392 eV.

=====

A structure of composition C42H45N5O3PPtS5, computed with the ωB97M-V functional and the def2-TZVPD basis.

The geometry in XYZ format:
```
102
Properties=species:S:1:pos:R:3:forces:R:3:lowdin_spin:R:1
Pt 0.16369 -0.06273 -0.39945 -0.08 0.38 0.50 1.612
N -3.77885 6.75725 0.80018 0.01 -0.19 0.11 0.000
C -3.02726 5.88707 0.04487 0.05 0.07 -0.03 0.001
C -3.62402 5.13669 -0.97523 -0.06 0.03 0.00 0.006
C -2.88914 4.22698 -1.70349 0.11 -0.02 -0.02 0.001
C -1.53610 4.04771 -1.42035 -0.10 0.17 0.04 0.013
C -0.91941 4.81361 -0.43444 -0.07 -0.03 -0.04 0.014
C -1.65974 5.72071 0.29680 -0.01 0.00 0.05 0.004
S -0.58109 2.91076 -2.34047 0.17 -0.25 0.06 0.015
O 0.80172 3.15319 -2.02343 -0.11 0.13 -0.23 0.002
O -1.02161 2.90754 -3.70086 0.00 -0.03 0.06 0.024
N -0.87568 1.41965 -1.67975 -0.51 -0.35 -0.21 0.186
C -2.05014 0.74315 -1.82826 0.35 0.32 -0.01 0.014
N -3.13943 1.19422 -2.45059 0.00 -0.09 -0.10 0.010
C -4.13372 0.32721 -2.58297 -0.01 0.05 0.03 -0.003
C -4.09401 -0.97726 -2.09316 -0.08 0.13 -0.07 0.006
C -2.96420 -1.31963 -1.38670 0.08 -0.02 0.25 0.011
N -1.96350 -0.45867 -1.23416 0.08 -0.47 -0.25 0.123
H -4.67728 7.04234 0.45542 -0.01 0.04 -0.05 0.000
H -3.30317 7.42501 1.37916 0.02 0.06 -0.03 0.000
H -4.67470 5.28428 -1.19747 0.01 -0.01 0.00 0.000
H -3.34693 3.64999 -2.49475 0.02 0.04 0.01 0.000
H 0.14723 4.71264 -0.27244 -0.09 0.03 0.00 0.005
H -1.18098 6.31769 1.06481 -0.01 -0.01 -0.03 0.000
H -5.01602 0.69645 -3.09627 0.02 -0.02 0.00 0.000
H -4.91324 -1.66830 -2.22521 0.01 0.04 0.00 0.001
H -2.86368 -2.27875 -0.89246 -0.06 0.06 -0.09 0.001
S 0.22267 2.15413 1.10985 0.05 0.20 -0.21 0.695
C 1.79176 2.27806 0.40023 0.13 -0.02 0.04 0.038
C 2.67826 3.31367 0.66675 0.03 -0.03 -0.07 0.066
C 3.86344 3.35746 -0.05229 -0.04 0.01 0.03 -0.005
C 4.11549 2.37771 -0.99830 -0.02 -0.03 -0.06 0.065
C 3.19208 1.35438 -1.17531 0.00 0.07 0.05 0.012
N 2.06438 1.30113 -0.48039 0.23 -0.16 0.24 0.158
H 2.42365 4.06416 1.40247 0.01 -0.02 -0.01 0.004
H 4.57854 4.15178 0.11882 -0.03 0.00 -0.02 -0.002
H 5.01531 2.39493 -1.59772 -0.02 -0.02 0.03 0.004
H 3.36800 0.55927 -1.88633 0.03 0.00 0.03 0.001
O -0.91367 -0.78526 1.38638 0.09 0.18 0.03 0.421
C -1.26632 -0.03529 2.53250 -0.20 -0.18 0.02 0.022
C -0.01301 0.48861 3.22419 -0.06 0.01 0.07 0.087
C 1.27907 0.21195 2.85003 0.35 -0.15 0.22 0.094
C 2.25408 0.76145 3.72693 -0.07 -0.14 -0.14 0.001
C 1.68047 1.43013 4.76223 -0.03 0.02 0.02 0.053
S -0.02749 1.39170 4.68310 -0.04 0.04 0.13 0.000
C -2.25781 1.06950 2.16616 -0.08 -0.16 0.14 0.003
C -3.20070 0.95974 1.19070 -0.11 0.17 -0.05 0.002
C -4.04706 2.09980 1.08922 0.03 -0.07 0.02 0.000
C -3.74587 3.04507 2.01919 -0.05 -0.04 0.02 0.003
S -2.45217 2.55362 3.02004 -0.01 0.12 0.01 0.000
C -1.95944 -1.02819 3.47317 0.05 0.03 -0.14 0.019
C -3.28622 -1.13384 3.77317 -0.05 -0.02 0.03 0.011
C -3.56917 -2.20694 4.66603 -0.01 0.08 -0.08 0.004
C -2.45108 -2.89519 5.02022 0.00 0.00 0.04 0.012
S -1.05248 -2.24556 4.28819 0.13 -0.01 -0.06 0.008
H 1.50237 -0.41074 1.99864 -0.04 -0.02 0.05 0.007
H 3.32188 0.64330 3.60535 -0.04 0.02 -0.02 -0.001
H 2.16767 1.93727 5.58129 -0.01 -0.02 -0.04 0.003
H -3.27978 0.08629 0.56944 -0.07 0.00 0.09 0.000
H -4.83692 2.20796 0.35798 0.06 0.00 0.02 0.000
H -4.20415 4.01154 2.17042 0.02 -0.05 -0.01 0.000
H -4.03872 -0.46342 3.38252 0.03 0.00 0.00 0.000
H -4.55964 -2.44319 5.02925 0.04 0.01 -0.01 0.000
H -2.36939 -3.74078 5.68690 -0.02 0.05 -0.05 0.000
C 1.40505 -5.01639 -0.47318 0.02 0.03 0.05 0.005
C 0.73823 -3.68354 -0.12256 -0.13 0.06 0.01 0.013
C 1.03333 -3.39966 1.35590 -0.04 -0.01 0.05 0.002
C -0.77788 -3.76674 -0.33354 0.07 -0.08 0.05 0.000
P 1.36492 -2.18744 -1.05470 -0.17 0.05 -0.57 0.096
C 3.14988 -2.19915 -0.67194 0.04 0.03 -0.01 0.018
C 4.03018 -3.08561 -1.29895 0.02 0.04 0.00 0.005
C 5.37152 -3.11830 -0.95252 0.01 0.01 0.02 0.001
C 5.86032 -2.26951 0.03275 -0.01 -0.01 -0.01 0.001
C 4.99702 -1.39552 0.67432 -0.03 0.00 -0.02 0.000
C 3.65378 -1.36475 0.32251 0.02 -0.05 0.08 0.005
C 1.21415 -2.33395 -2.94888 0.00 0.01 0.07 0.011
C 2.28872 -1.43773 -3.57951 -0.01 0.03 0.05 0.002
C -0.13894 -1.76696 -3.39311 -0.06 -0.05 0.02 0.003
C 1.30606 -3.75161 -3.52140 0.10 0.02 -0.04 0.003
H 0.95699 -5.77755 0.17144 0.03 0.01 -0.01 0.001
H 2.47378 -5.00440 -0.25889 0.01 0.03 -0.02 0.000
H 1.25185 -5.33235 -1.49798 -0.01 0.00 -0.09 0.000
H 0.73391 -4.27282 1.94085 -0.03 0.03 0.00 0.000
H 0.46432 -2.54556 1.71429 -0.01 0.05 0.03 0.001
H 2.09672 -3.23206 1.53613 -0.02 -0.06 0.00 0.000
H -1.17875 -4.57314 0.28681 0.01 0.01 -0.02 0.000
H -1.03488 -3.98844 -1.37318 0.01 0.01 0.04 0.000
H -1.26418 -2.83962 -0.02624 0.15 -0.06 0.07 -0.001
H 3.67763 -3.75743 -2.06708 -0.01 -0.01 0.01 0.000
H 6.03582 -3.81275 -1.45062 -0.01 0.02 0.00 0.000
H 6.90873 -2.29599 0.30125 -0.02 0.00 -0.01 0.000
H 5.36647 -0.73364 1.44783 -0.01 -0.02 -0.01 0.000
H 2.99127 -0.68564 0.84014 0.06 0.02 -0.08 0.002
H 2.16984 -0.40002 -3.25636 -0.03 -0.03 -0.03 0.001
H 2.15053 -1.45272 -4.66314 0.00 0.01 0.02 0.000
H 3.30600 -1.75848 -3.36508 0.00 -0.02 0.00 0.000
H -0.25903 -0.72354 -3.10752 0.04 0.03 -0.01 0.002
H -0.97634 -2.34010 -2.99542 0.00 0.01 -0.01 0.000
H -0.18775 -1.81295 -4.48420 0.00 -0.04 0.03 0.000
H 2.24421 -4.25856 -3.30518 -0.02 -0.02 0.01 0.000
H 1.22690 -3.67090 -4.60917 0.01 -0.02 0.03 0.001
H 0.48283 -4.37950 -3.18423 -0.01 0.00 0.00 0.000
```
Positions in Å, forces in eV/Å.

The charge is +1. The multiplicity is 5. As for the energy above the lowest of the compared OMol25 structures with the same formula, charge and spin: 25.51 kcal per mole. Its HOMO energy (alpha / beta) is -10.2 / -10.1 eV. The LUMO energy (alpha / beta) comes out at -2.0503 / -4.9052 eV. For the frontier orbital gap (alpha / beta), the calculation gives 8.109 / 5.211 eV.

=====

A structure of composition C4H6Br2FNO4SYb, computed with the ωB97M-V functional and the def2-TZVPD basis.

The geometry in XYZ format:
```
20
Properties=species:S:1:pos:R:3:forces:R:3:mulliken_charge:R:1
C -0.23047 -1.79392 1.27403 0.01 0.03 0.07 -1.210
C -0.61635 -0.47031 1.87344 0.05 -0.07 -0.23 0.757
Br -1.02406 -0.51121 3.68831 -0.07 0.03 0.07 -0.047
C -0.68797 0.68243 1.20630 0.01 0.46 -0.01 -0.494
Br -1.16320 2.34229 1.91479 -0.01 0.05 0.05 -0.002
N -0.33734 0.80470 -0.21856 0.09 -1.26 0.23 0.271
C 1.08861 0.62372 -0.65697 -0.01 0.50 -0.08 -0.588
O 1.83131 0.64659 0.52086 0.11 -0.13 0.00 -0.090
O 3.14363 1.05868 0.14083 -0.10 0.03 -0.19 -0.404
S -1.46858 0.35173 -1.21629 -0.10 0.56 0.01 1.240
O -1.17729 0.99830 -2.52762 0.21 -0.28 -0.72 -0.521
O -2.77199 0.47172 -0.72562 -0.09 -0.08 -0.02 -0.481
F -1.21084 -1.13965 -1.61149 0.06 0.03 0.04 -0.231
H -1.08508 -2.25633 0.77840 -0.02 0.01 -0.04 0.282
H 0.60283 -1.69934 0.57855 -0.05 0.01 -0.08 0.240
H 0.07806 -2.47814 2.05859 0.05 0.02 0.02 0.482
H 1.20659 -0.31783 -1.20774 -0.05 -0.07 0.08 0.426
H 1.36954 1.46786 -1.28717 -0.01 0.04 0.03 0.397
H 3.64083 0.22576 0.17071 0.04 -0.01 0.17 0.355
Yb -1.18824 0.99297 -4.75335 -0.12 0.13 0.61 1.616
```
Positions in Å, forces in eV/Å.

The charge is +2. Its HOMO energy is -14.5 eV. The LUMO energy comes out at -10.1252 eV. For the frontier orbital gap, the calculation gives 4.337 eV.

=====

Let's list max |F| in order: 0.152 0.013 0.025 Eh/bohr.
Let's list calculated total energy in order: -1609.9660 -4578.2442 -7315.7196 Eh.